1.
Entry from OMol25: 13 unconnected molecules or ions with the total composition C5H38N3O12 at a distorted geometry (ωB97M-V with the def2-TZVPD basis set).

The multiplicity is 1. The largest force on an atom comes out at 2.60 eV/Å. As for the charge: +1. The LUMO energy comes out at -2.51 eV. The calculation puts the HOMO energy at -11.442 eV.

Each line ends with the Mulliken charge.
CARTESIAN COORDINATES (ANGSTROEM)
C -2.31 2.05 -3.51  -1.749
C -1.80 1.40 -2.20  0.949
C -0.24 1.47 -2.08  -1.595
C 0.07 1.82 -0.63  1.222
C 0.37 0.86 0.24  -1.368
N 0.57 1.00 1.68  0.357
N 0.18 3.18 -0.40  -0.303
N -2.28 0.02 -2.16  -0.434
H -1.96 3.11 -3.66  0.397
H -2.04 1.62 -4.48  0.398
H -3.38 2.29 -3.36  0.435
H -2.04 1.99 -1.33  0.156
H 0.24 2.26 -2.65  0.511
H 0.20 0.49 -2.35  0.227
H 0.16 -0.14 -0.10  0.396
H 0.82 1.95 1.96  0.265
H 1.24 0.35 2.13  0.384
H -0.35 0.73 2.12  0.208
H 0.38 3.66 0.45  0.045
H -0.27 3.86 -1.00  0.215
H -2.43 -0.38 -1.25  0.197
H -2.99 -0.20 -2.86  0.193
H 4.05 3.23 -1.31  0.304
H 3.00 3.20 -0.20  0.270
O 3.43 2.64 -0.85  -0.579
H 1.94 -4.53 0.27  0.265
H 2.83 -4.04 -0.76  0.299
O 2.57 -3.79 0.19  -0.584
H -2.63 -1.28 1.57  0.202
H -1.18 -1.89 1.35  0.466
O -1.72 -1.23 1.85  -0.568
H 1.64 -2.88 -4.18  0.282
H 0.66 -1.80 -4.80  0.265
O 0.78 -2.45 -4.11  -0.593
H 2.39 3.88 2.31  0.305
H 1.11 4.69 2.32  0.319
O 1.44 3.79 2.47  -0.694
H -1.45 -3.72 0.72  0.300
H -0.65 -3.42 -0.60  0.369
O -0.68 -3.27 0.37  -0.703
H 3.37 -2.76 -1.21  0.302
H 3.80 -2.04 -2.45  0.297
O 3.08 -2.60 -2.12  -0.556
H -2.00 1.12 4.33  0.271
H -0.53 0.94 4.89  0.320
O -1.07 1.17 4.12  -0.604
H -3.97 1.79 1.60  0.302
H -3.66 0.85 0.50  0.265
O -3.87 1.78 0.64  -0.588
H -0.36 -3.04 -2.77  0.474
H -1.12 -1.97 -2.26  0.304
O -1.17 -2.95 -2.24  -0.733
H -0.81 -2.11 4.24  0.303
H -0.46 -0.75 3.67  0.360
O -0.44 -1.26 4.48  -0.670
H 2.33 -2.22 2.08  0.293
H 1.58 -1.60 3.14  0.295
O 2.17 -1.32 2.42  -0.664

2.
Entry from OMol25: 14 unconnected molecules or ions with the total composition C5H39N2O14 at a distorted geometry (ωB97M-V with the def2-TZVPD basis set).

The multiplicity is 1. The largest force on an atom comes out at 2.02 eV/Å. As for the charge: -1. The LUMO energy comes out at 2.52 eV. The calculation puts the HOMO energy at -6.520 eV.

Each line ends with the Mulliken charge.
CARTESIAN COORDINATES (ANGSTROEM)
N 0.23 2.82 -0.57  -0.560
C -0.97 2.01 -0.67  1.091
C -1.20 1.31 -2.03  -1.769
C -0.93 1.04 0.50  0.388
N -1.96 0.02 0.48  -0.195
C -2.14 -0.73 1.71  -0.404
C -0.95 -1.59 2.14  0.342
O -0.68 -1.51 3.57  -0.587
H 1.02 2.18 -0.55  0.093
H 0.47 3.48 -1.30  0.251
H -1.93 2.54 -0.54  0.015
H -2.25 0.99 -2.08  0.442
H -1.06 2.09 -2.80  0.465
H -0.58 0.46 -2.27  0.189
H -1.08 1.65 1.39  -0.166
H 0.12 0.72 0.66  -0.488
H -1.88 -0.54 -0.35  0.185
H -3.09 -1.26 1.56  0.371
H -2.21 0.02 2.50  0.105
H -0.01 -1.26 1.70  -0.299
H -1.06 -2.68 2.01  0.257
H -1.31 -2.34 -3.38  0.474
H -1.82 -1.47 -4.68  0.274
O -1.89 -2.25 -4.15  -0.686
H 1.77 0.56 2.36  0.231
H 1.13 1.94 2.35  0.304
O 1.13 1.13 2.86  -0.592
H 2.70 -3.18 -1.62  0.340
H 2.62 -1.75 -1.63  0.466
O 2.38 -2.48 -2.22  -0.830
H -1.39 -1.00 3.97  0.308
H 2.91 -1.26 2.33  0.154
O 2.77 -0.70 1.55  -1.069
H 3.48 1.90 1.23  0.272
H 3.86 0.41 1.14  0.470
O 4.16 1.33 0.88  -0.739
H 2.80 0.06 -0.37  0.181
H 3.74 0.55 -1.16  0.417
O 2.81 0.30 -1.33  -0.618
H -1.11 1.40 4.15  0.332
H -2.45 2.00 3.90  0.325
O -2.05 1.18 4.25  -0.706
H -2.93 -3.82 -3.05  0.377
H -1.87 -4.12 -2.04  0.265
O -2.79 -4.32 -2.23  -0.673
H 2.08 0.16 -4.17  0.305
H 2.51 -1.10 -3.57  0.321
O 1.93 -0.79 -4.29  -0.635
H 2.80 -2.11 0.80  0.286
H 2.13 -3.40 0.72  0.320
O 2.93 -3.02 0.32  -0.800
H -2.99 2.00 1.61  0.435
H -2.22 3.40 1.97  0.408
O -3.02 2.86 2.04  -0.742
H -0.55 4.07 0.67  0.486
H -1.75 4.83 0.28  0.332
O -1.09 4.83 0.99  -0.762
H 0.73 -2.36 -2.44  0.444
H 0.20 -2.71 -1.13  0.189
O -0.17 -2.52 -2.00  -0.595

3.
Entry from OMol25: 15 unconnected molecules or ions with the total composition C5H39NO14 at a distorted geometry (ωB97M-V with the def2-TZVPD basis set).

The multiplicity is 1. The largest force on an atom comes out at 1.56 eV/Å. The LUMO energy comes out at 0.16 eV. The calculation puts the HOMO energy at -7.640 eV.

Each line ends with the Mulliken charge.
CARTESIAN COORDINATES (ANGSTROEM)
C -0.09 -0.70 -2.70  -1.231
C 0.91 -0.22 -1.66  0.264
C 0.23 0.83 -0.78  0.526
C 0.19 0.51 0.52  -0.002
N -0.11 1.40 1.53  -0.341
C -0.02 2.19 -1.37  -1.369
H 0.26 -1.35 -3.53  0.466
H -1.00 -1.02 -2.14  0.250
H -0.55 0.03 -3.36  0.244
H 1.28 -1.03 -0.98  0.010
H 1.82 0.17 -2.18  0.450
H 0.60 -0.48 0.74  -0.019
H -0.04 2.40 1.32  0.119
H 0.13 1.16 2.48  0.292
H -0.69 2.16 -2.20  0.250
H 0.89 2.59 -1.71  0.446
H -0.48 2.85 -0.68  -0.208
H -3.14 -2.71 1.55  0.284
H -2.16 -3.67 2.29  0.461
O -2.69 -3.55 1.50  -0.783
H 4.43 2.73 -0.92  0.276
H 3.31 3.17 0.01  0.405
O 3.59 3.17 -0.92  -0.623
H 3.45 3.21 2.41  0.290
H 2.67 1.89 2.12  0.292
O 3.22 2.57 1.70  -0.679
H 3.04 -3.09 -1.33  0.367
H 4.07 -2.20 -0.47  0.276
O 3.46 -2.94 -0.45  -0.681
H -1.59 4.70 0.65  0.366
H -0.13 5.02 0.10  0.303
O -0.64 4.69 0.82  -0.672
H -1.40 -2.92 0.48  0.291
H -0.61 -3.51 -0.74  0.242
O -0.68 -2.75 -0.17  -0.511
H -4.87 -0.60 -0.89  0.230
H -3.54 -1.28 -0.40  0.307
O -3.91 -0.50 -0.85  -0.620
H -0.50 -2.83 4.02  0.302
H -0.08 -3.74 2.86  0.366
O -0.83 -3.57 3.47  -0.704
H 2.63 -1.09 3.50  0.290
H 1.38 -1.45 2.95  0.253
O 1.87 -0.62 3.09  -0.581
H -3.51 3.82 -0.88  0.332
H -2.46 3.21 -0.05  0.432
O -3.17 3.84 0.03  -0.739
H 2.37 -2.76 1.01  0.453
H 0.88 -2.72 0.82  0.241
O 1.55 -2.84 1.54  -0.609
H 3.09 -2.18 -3.39  0.366
H 1.71 -2.32 -2.78  0.281
O 2.53 -2.77 -2.88  -0.741
H -2.23 1.53 -2.74  0.350
H -3.38 0.94 -2.07  0.322
O -3.00 1.82 -2.21  -0.609
H -3.10 0.37 0.64  0.369
H -2.11 0.47 1.82  0.330
O -2.87 -0.04 1.47  -0.669

4.
Entry from OMol25: C5H3ClN2O2S2 in the gas phase at a distorted geometry (ωB97M-V with the def2-TZVPD basis set).

The multiplicity is 1. The largest force on an atom comes out at 4.02 eV/Å. The LUMO energy (spin up / spin down) comes out at -3.69 / -3.50 eV. The calculation puts the HOMO energy (spin up / spin down) at -9.681 / -9.726 eV.

Each line ends with the Mulliken charge.
CARTESIAN COORDINATES (ANGSTROEM)
C 1.39 2.50 0.31  0.252
C 2.15 1.43 0.13  0.057
C 2.85 0.36 -0.16  0.744
C 0.11 -0.75 -0.02  -0.331
C -2.58 -0.01 -0.14  -1.050
N 0.66 3.40 0.46  -0.402
N 2.77 -0.95 -0.24  -0.439
O -1.81 -2.36 -0.88  -0.590
O -1.75 -1.85 1.57  -0.548
S 1.39 -1.76 -0.09  0.221
S -1.58 -1.46 0.23  1.050
Cl 4.50 0.81 -0.28  -0.128
H -3.53 -0.33 -0.08  0.409
H -2.11 0.74 0.34  0.385
H -2.47 0.24 -1.15  0.370

5.
Entry from OMol25: a molecular structure, C5H3ClO at a distorted geometry (ωB97M-V with the def2-TZVPD basis set).

The multiplicity is 1. The largest force on an atom comes out at 6.64 eV/Å. The LUMO energy (spin up / spin down) comes out at -0.24 / -0.14 eV. The calculation puts the HOMO energy (spin up / spin down) at -7.528 / -7.818 eV.

Each line ends with the Mulliken charge.
CARTESIAN COORDINATES (ANGSTROEM)
C -0.18 0.16 -0.52  -0.167
C 1.15 -0.54 -0.98  -0.513
C 0.12 1.30 -1.26  -0.775
C 1.37 0.58 -1.69  0.509
C 4.58 0.41 -1.73  0.177
O 4.79 0.70 -0.62  -0.186
Cl 1.82 0.57 -3.18  -0.181
H -1.08 -0.33 -0.23  0.363
H 1.39 -1.55 -0.63  0.388
H -0.36 2.05 -1.81  0.384

6.
Entry from OMol25: C5H3I3 in the gas phase at a distorted geometry (ωB97M-V with the def2-TZVPD basis set).

The multiplicity is 1. The largest force on an atom comes out at 2.30 eV/Å. The LUMO energy comes out at 0.03 eV. The calculation puts the HOMO energy at -8.632 eV. Its structure (SMILES) is IC1=CCC(I)=C1I.

Each line ends with the Mulliken charge.
CARTESIAN COORDINATES (ANGSTROEM)
C -0.09 0.77 -1.08  -0.703
C -0.02 -0.56 -1.15  -0.002
C 0.16 -1.15 0.25  -0.315
C 0.12 -0.12 1.09  -0.151
C -0.01 1.20 0.34  -0.583
I -0.20 -1.77 -2.83  0.123
I 0.45 -3.19 0.68  0.200
I 0.22 -0.33 3.18  0.113
H -0.24 1.46 -1.85  0.505
H 0.52 1.96 0.85  0.477
H -0.91 1.72 0.53  0.336

7.
Entry from OMol25: C5H3IN4 in the gas phase at a distorted geometry (ωB97M-V with the def2-TZVPD basis set).

The multiplicity is 1. The largest force on an atom comes out at 2.42 eV/Å. The LUMO energy comes out at -0.79 eV. The calculation puts the HOMO energy at -7.919 eV.

Each line ends with the Mulliken charge.
CARTESIAN COORDINATES (ANGSTROEM)
C 1.09 0.21 0.01  -0.154
C 1.06 -2.06 0.00  -0.267
C -0.35 0.33 0.03  0.842
C -0.84 -0.96 0.05  0.422
C -2.97 0.06 0.04  -0.229
N 1.71 -0.93 -0.01  -0.515
N -0.28 -2.07 0.03  -0.451
N -1.07 1.44 0.03  -1.113
N -2.41 1.22 0.03  0.331
I -5.03 -0.16 -0.01  0.095
H 1.67 1.12 0.00  0.417
H 1.59 -3.00 -0.02  0.376
H -2.90 2.11 0.01  0.244

8.
Entry from OMol25: C5H3N in the gas phase at a distorted geometry (ωB97M-V with the def2-TZVPD basis set).

The multiplicity is 1. The largest force on an atom comes out at 5.55 eV/Å. The LUMO energy comes out at 0.25 eV. The calculation puts the HOMO energy at -8.833 eV.

Each line ends with the Mulliken charge.
CARTESIAN COORDINATES (ANGSTROEM)
C -2.19 -0.44 0.64  -0.570
C -0.72 -0.47 0.33  0.176
C -0.73 1.27 0.05  0.488
C 0.80 -0.04 0.52  -0.312
C -1.73 0.49 -0.49  -0.120
N 0.48 1.43 0.36  -0.572
H 0.96 -0.36 1.61  0.258
H 1.38 -0.33 -0.27  0.334
H -2.32 0.36 -1.46  0.319

Summary of relative energy (zero: lowest compared OMol25 entry of this formula, charge and spin) in kcal per mole
85.8; 51.6; 70.0; 145.8; 0.0; 0.0; 26.8; 145.2
(order as listed above)